{
  "formula": "C4H24NO12",
  "method": "ωB97M-V/def2-TZVPD",
  "fmax_ev_per_a": 2.6,
  "spin_multiplicity": 1,
  "energy_ha": -1124.5744,
  "gap_ev": 9.82,
  "homo_ev": -6.9,
  "total_charge": -1,
  "lumo_ev": 2.928,
  "relative_energy_kj_mol": 172.98,
  "symbols": ["O", "C", "C", "C", "N", "C", "O", "O", "H", "H", "H", "H", "H", "H", "H", "H", "O", "H", "H", "O", "H", "H", "O", "H", "H", "O", "H", "H", "O", "H", "H", "O", "H", "H", "O", "H", "H", "O", "H", "H", "O"],
  "coordinates": [[1.245, -0.355, -3.018], [1.372, -1.386, -2.414], [2.228, -1.387, -1.095], [2.258, -2.859, -0.549], [1.471, -0.507, -0.225], [0.074, -0.584, -0.223], [-0.586, -1.410, -0.889], [-0.442, 0.226, 0.612], [1.062, -2.374, -2.844], [3.136, -0.857, -1.354], [2.341, -2.837, 0.579], [1.231, -3.215, -0.769], [3.092, -3.344, -1.032], [2.001, 0.202, 0.224], [-0.526, 5.332, 0.397], [-0.939, 4.564, -0.783], [-1.317, 5.204, -0.156], [0.731, 1.836, 2.363], [0.813, 0.398, 1.991], [1.081, 0.996, 2.710], [-0.928, -3.587, 0.646], [-1.729, -2.430, 0.393], [-1.833, -3.289, 0.818], [0.307, 2.448, -2.552], [1.585, 1.762, -2.611], [1.248, 2.670, -2.458], [-0.732, -1.127, 2.852], [-0.470, -0.146, 3.739], [-1.046, -0.956, 3.760], [-2.011, 1.738, -1.471], [-2.283, 3.068, -1.936], [-1.487, 2.530, -1.712], [-2.107, 0.350, 0.070], [-2.739, -0.542, -0.804], [-2.922, 0.375, -0.499], [-0.669, -2.661, 3.801], [-1.219, -3.463, 2.607], [-0.471, -3.437, 3.224], [1.227, 2.761, -0.124], [0.107, 1.827, 0.562], [0.654, 2.630, 0.638]]
}